# 1
Formula: C36H30N4O4S
Source: the OMol25 dataset
Level of theory: ωB97M-V with the def2-TZVPD basis set

The geometry in XYZ format:
```
75
Properties=species:S:1:pos:R:3:forces:R:3:lowdin_charge:R:1
C 1.067 -3.851 -2.414 -0.24 0.71 0.88 -0.028
O 0.919 -2.629 -1.658 1.12 0.04 -2.62 -0.135
C 0.064 -2.528 -0.625 0.08 0.76 2.43 -0.217
C 0.441 -1.634 0.371 -0.35 -2.70 -2.52 -0.115
N -0.077 -1.539 1.622 -0.66 0.80 1.34 -0.028
C -1.350 -1.863 2.114 -0.09 0.50 0.29 -0.223
C -1.399 -2.442 3.383 -0.30 -0.41 -0.37 -0.025
C -2.616 -2.947 3.826 -0.12 0.37 -0.11 -0.085
C -3.776 -2.726 3.073 0.00 -0.05 0.00 -0.097
C -3.727 -1.989 1.883 0.05 -0.12 0.23 -0.080
C -2.508 -1.528 1.402 0.29 -0.36 0.17 -0.016
N 0.770 -0.880 2.480 1.46 1.06 -0.79 0.190
C 1.773 -0.475 1.733 -1.25 -0.86 0.39 -0.211
C 2.840 0.395 2.206 0.54 0.66 0.64 -0.142
C 3.484 1.322 1.360 -0.19 -0.41 0.38 -0.018
C 4.470 2.162 1.871 -0.08 -0.11 0.34 -0.079
C 4.803 2.111 3.231 -0.21 -0.17 -0.11 -0.087
C 4.131 1.225 4.088 0.07 0.16 -0.32 -0.082
C 3.153 0.371 3.583 0.14 0.08 -0.51 -0.026
N 1.623 -0.899 0.413 -0.06 0.55 0.62 0.098
C 2.666 -0.951 -0.550 -0.20 -0.17 -0.16 -0.259
C 2.557 -0.170 -1.691 0.68 0.19 -0.24 -0.024
C 3.628 -0.152 -2.592 -0.43 -0.21 0.25 -0.068
C 4.714 -1.011 -2.398 0.01 -0.13 -0.01 -0.088
C 4.751 -1.868 -1.294 -0.31 0.20 0.19 -0.067
C 3.728 -1.813 -0.340 0.47 0.03 -0.32 -0.002
C -1.124 -3.386 -0.604 -0.29 -0.63 -0.19 -0.203
C -1.296 -4.379 0.374 -0.30 0.40 -0.24 -0.032
C -2.488 -5.101 0.417 -0.01 -0.03 0.00 -0.082
C -3.483 -4.892 -0.544 0.17 0.02 0.09 -0.091
C -3.261 -3.988 -1.585 0.12 -0.21 0.03 -0.074
C -2.069 -3.279 -1.638 0.13 0.25 0.37 -0.045
H 1.887 -3.637 -3.101 -0.17 -0.11 0.02 0.091
H 1.340 -4.685 -1.751 -0.09 0.10 -0.12 0.097
H 0.142 -4.084 -2.951 0.21 -0.08 0.01 0.082
H -0.475 -2.525 3.959 -0.33 -0.18 -0.22 0.110
H -2.648 -3.509 4.758 -0.13 0.21 -0.15 0.101
H -4.732 -3.111 3.431 0.26 0.08 -0.13 0.098
H -4.640 -1.791 1.321 0.19 -0.02 0.18 0.107
H -2.418 -0.932 0.491 -0.09 -0.35 0.19 0.122
H 3.197 1.381 0.311 0.17 0.01 0.29 0.104
H 4.969 2.864 1.203 -0.09 -0.15 0.21 0.103
H 5.581 2.769 3.623 -0.24 -0.20 -0.09 0.100
H 4.376 1.205 5.150 -0.06 -0.01 -0.28 0.103
H 2.616 -0.326 4.228 0.20 0.22 -0.18 0.112
H 1.654 0.422 -1.848 0.32 -0.07 0.06 0.129
H 3.586 0.520 -3.448 0.07 -0.25 0.09 0.103
H 5.521 -1.038 -3.131 -0.20 0.05 0.23 0.102
H 5.562 -2.583 -1.161 -0.09 0.25 -0.08 0.103
H 3.735 -2.446 0.550 0.04 0.18 -0.29 0.131
H -0.490 -4.536 1.093 -0.37 0.02 -0.04 0.124
H -2.642 -5.821 1.221 0.00 0.11 -0.25 0.103
H -4.417 -5.452 -0.496 0.23 0.15 0.03 0.099
H -4.006 -3.821 -2.361 0.09 -0.15 0.17 0.105
H -1.879 -2.573 -2.447 -0.10 -0.34 0.36 0.089
C -0.723 7.549 0.225 0.20 0.16 0.09 -0.048
C -1.283 6.410 -0.581 -0.01 -0.03 0.03 -0.262
C -2.416 5.737 -0.123 -0.10 -0.07 -0.24 -0.026
C -2.981 4.707 -0.868 0.13 -0.07 0.23 -0.041
C -2.363 4.319 -2.057 -0.07 -0.04 -0.12 -0.295
S -3.102 3.025 -3.033 0.71 -1.09 0.36 0.764
O -4.481 2.892 -2.657 0.89 -0.14 -0.33 -0.279
O -2.666 3.171 -4.397 -0.37 -0.38 1.01 -0.282
N -2.218 1.481 -2.343 -0.79 1.55 -0.56 0.046
C -2.387 0.348 -2.756 -0.75 -0.99 -1.23 -0.360
O -2.543 -0.755 -3.164 0.37 2.24 0.83 0.137
C -1.250 5.000 -2.552 0.12 -0.18 0.10 -0.042
C -0.699 6.028 -1.793 -0.19 0.07 0.07 -0.025
H 0.155 7.972 -0.267 -0.07 -0.01 0.10 0.075
H -1.454 8.357 0.358 0.09 -0.24 -0.09 0.089
H -0.424 7.220 1.229 -0.06 0.01 -0.20 0.089
H -2.861 6.050 0.823 -0.01 -0.15 -0.28 0.124
H -3.892 4.223 -0.528 0.21 -0.05 -0.10 0.119
H -0.823 4.741 -3.517 -0.09 -0.08 0.21 0.118
H 0.185 6.565 -2.140 -0.28 -0.19 -0.03 0.118
```
Forces are in eV/Å.

Output
Orbital gap ... 5.53 eV
M ... 614.73 g/mol
HOMO ... -0.2155 hartree
E_LUMO ... -0.01218 hartree
SMILES ... CO/C(=C1/N(c2ccccc2)N=C(c2ccccc2)N1c1ccccc1)c1ccccc1.Cc1ccc(S(=O)(=O)N=C=O)cc1

=====

# 2
Formula: C36H31BN11O2S3V
Source: the OMol25 dataset
Level of theory: ωB97M-V with the def2-TZVPD basis set

The geometry in XYZ format:
```
85
Properties=species:S:1:pos:R:3:forces:R:3:lowdin_charge:R:1
V -0.312 0.634 0.486 0.95 -0.86 0.22 0.755
C 2.021 4.233 2.758 -0.11 -0.08 0.01 -0.052
O 0.600 4.137 3.067 0.25 0.08 -0.01 0.037
C 0.177 3.055 2.401 -0.28 0.09 0.06 -0.327
N 1.033 2.287 1.864 -0.16 -0.10 -0.02 0.078
C 2.367 2.853 2.181 -0.04 -0.04 -0.18 -0.225
C 3.314 2.823 1.002 0.06 0.03 0.04 -0.180
C 4.224 3.848 0.776 -0.01 0.04 -0.06 -0.035
C 5.132 3.763 -0.275 -0.04 -0.02 0.04 -0.074
C 5.143 2.647 -1.097 -0.02 0.01 0.02 -0.079
C 4.249 1.610 -0.859 0.04 0.03 -0.01 -0.068
C 3.346 1.697 0.186 0.01 0.00 0.03 -0.060
C -1.278 2.894 2.213 0.48 -0.20 -0.12 -0.154
C -2.229 3.702 2.767 -0.34 0.17 0.12 0.032
C -3.565 3.510 2.372 0.17 0.19 0.22 -0.015
C -3.859 2.624 1.370 -0.05 -0.11 -0.24 0.006
C -2.809 1.890 0.809 0.08 -0.35 0.27 -0.264
N -1.575 1.939 1.312 -1.15 0.88 0.53 0.015
C -2.869 1.081 -0.433 0.23 1.37 -0.94 -0.678
N -1.795 0.316 -0.742 0.26 -0.65 0.16 -0.108
C -2.229 -0.726 -1.676 -0.06 0.25 0.26 -0.228
C -3.752 -0.455 -1.799 0.05 0.16 0.22 -0.056
O -4.058 0.554 -0.805 -0.45 -0.75 0.23 -0.060
C -1.596 -0.783 -3.049 -0.03 -0.09 0.00 -0.188
C -0.933 0.284 -3.633 -0.02 0.08 -0.10 -0.044
C -0.437 0.179 -4.927 0.00 -0.06 -0.02 -0.062
C -0.601 -0.996 -5.649 -0.03 0.01 0.06 -0.093
C -1.264 -2.071 -5.067 0.01 0.07 0.03 -0.085
C -1.757 -1.961 -3.774 0.11 -0.09 -0.04 -0.040
H 2.548 4.475 3.675 0.00 0.02 0.03 0.134
H 2.152 5.029 2.027 -0.08 0.06 -0.05 0.129
H 2.826 2.235 2.956 -0.05 -0.06 0.09 0.139
H 4.236 4.728 1.411 0.00 -0.05 -0.04 0.108
H 5.828 4.574 -0.449 -0.02 -0.01 0.00 0.104
H 5.844 2.584 -1.919 -0.01 0.00 0.02 0.103
H 4.258 0.728 -1.488 -0.01 0.03 0.02 0.103
H 2.658 0.883 0.373 -0.01 -0.04 -0.01 0.082
H -1.938 4.468 3.472 -0.07 -0.03 -0.01 0.125
H -4.353 4.101 2.822 0.05 -0.01 -0.01 0.118
H -4.858 2.513 0.969 0.05 0.00 0.02 0.133
H -2.053 -1.693 -1.204 -0.07 -0.16 0.04 0.127
H -4.363 -1.326 -1.580 -0.03 -0.02 0.01 0.129
H -3.999 -0.060 -2.781 -0.03 0.07 -0.09 0.128
H -0.794 1.201 -3.080 0.01 -0.04 -0.03 0.047
H 0.078 1.027 -5.366 -0.03 -0.04 0.02 0.109
H -0.219 -1.076 -6.661 -0.01 0.01 0.06 0.098
H -1.396 -2.995 -5.619 0.01 0.03 0.02 0.099
H -2.253 -2.812 -3.313 0.03 0.06 -0.02 0.119
C -3.327 -2.311 1.980 -0.04 0.08 0.00 -0.037
C -2.819 -1.005 2.041 0.10 -0.03 0.03 -0.118
N -1.584 -0.957 1.555 -0.21 -0.37 -0.12 0.000
N -1.274 -2.219 1.171 0.23 0.22 0.05 0.026
C -2.309 -3.050 1.422 0.06 0.01 0.02 -0.060
B 0.198 -2.604 0.788 -0.08 0.16 0.01 -0.609
N 1.099 -1.913 1.862 -0.05 -0.01 -0.07 0.037
C 1.955 -2.398 2.783 -0.08 -0.01 -0.13 -0.066
C 2.334 -1.373 3.616 0.03 0.09 0.02 -0.039
C 1.660 -0.258 3.111 -0.04 -0.03 -0.01 -0.131
N 0.935 -0.574 2.043 0.22 -0.22 0.21 -0.001
N 0.668 -2.022 -0.576 -0.09 0.14 0.17 0.043
C 1.255 -2.624 -1.628 0.03 -0.05 0.07 -0.052
C 1.787 -1.658 -2.451 0.05 0.09 -0.07 -0.032
C 1.475 -0.451 -1.826 0.00 -0.05 0.17 -0.156
N 0.813 -0.667 -0.688 0.27 -0.65 -0.77 -0.043
N 0.235 -4.129 0.762 0.12 0.04 -0.13 -0.014
C 0.488 -5.064 1.715 -0.11 0.11 -0.07 -0.087
C 0.114 -6.287 1.223 -0.05 -0.09 -0.11 -0.064
C -0.388 -6.003 -0.063 -0.06 -0.02 0.01 -0.154
N -0.331 -4.710 -0.334 0.19 -0.17 0.31 0.059
H -4.295 -2.661 2.302 0.10 0.03 -0.02 0.097
H -3.293 -0.116 2.426 0.02 -0.02 -0.06 0.112
H -2.248 -4.103 1.196 0.01 0.09 0.00 0.117
H 2.272 -3.424 2.775 -0.02 -0.02 -0.03 0.107
H 3.009 -1.419 4.453 -0.03 0.00 -0.04 0.097
H 1.660 0.746 3.489 -0.02 -0.04 -0.01 0.089
H 1.244 -3.697 -1.721 -0.02 0.09 0.03 0.112
H 2.298 -1.799 -3.390 -0.06 0.00 0.10 0.105
H 1.683 0.559 -2.142 -0.07 0.02 0.00 0.084
H 0.874 -4.816 2.687 -0.02 0.05 -0.04 0.103
H 0.192 -7.242 1.719 -0.02 0.08 -0.05 0.092
H -0.796 -6.684 -0.796 0.04 0.04 0.05 0.103
S -0.809 4.308 -3.048 -0.13 0.11 0.22 0.494
C -1.123 3.225 -1.841 0.44 -0.57 -0.24 -1.629
S -2.768 2.686 -1.704 -0.25 0.67 -0.08 0.899
S 0.224 2.564 -0.936 -0.12 0.37 -0.30 0.636
```
Forces are in eV/Å.

Output
Spin multiplicity ... 3
Orbital gap (alpha / beta) ... 6.65 / 6.48 eV
M ... 807.68 g/mol
HOMO (alpha / beta) ... -0.2598 / -0.2600 hartree
Expectation value of S² ... 2.02
E_LUMO (alpha / beta) ... -0.01537 / -0.02172 hartree

=====

# 3
Formula: C36H31BrMnN6O4S3
Source: the OMol25 dataset
Level of theory: ωB97M-V with the def2-TZVPD basis set

The geometry in XYZ format:
```
82
Properties=species:S:1:pos:R:3:forces:R:3:lowdin_charge:R:1
Mn 0.015 0.023 0.095 0.92 0.91 0.55 0.719
Br 5.804 -6.113 -0.210 0.20 -0.04 0.20 0.758
C 5.941 -4.514 0.814 0.16 -0.17 0.01 -0.693
C 7.121 -3.786 0.778 -0.05 -0.18 -0.07 -0.134
C 7.247 -2.652 1.552 -0.26 0.29 0.27 -0.029
C 6.188 -2.218 2.373 -0.87 -0.18 -1.78 -0.305
C 4.989 -2.967 2.368 0.40 0.08 0.18 -0.025
C 4.874 -4.107 1.602 0.26 -0.36 0.16 -0.175
N 6.384 -1.092 3.124 0.24 -0.67 1.93 0.032
N 5.461 -0.560 3.825 1.50 1.63 0.60 0.065
C 4.261 -0.163 3.391 -1.22 -0.59 -1.01 -0.273
C 3.236 0.048 4.332 0.46 -0.21 -0.26 -0.006
C 1.920 0.167 3.952 -0.25 0.07 -0.05 -0.005
C 1.524 0.121 2.599 -0.31 -0.20 0.45 -0.343
O 0.299 0.098 2.244 -0.15 0.08 -1.14 -0.117
C 2.578 0.121 1.615 0.75 0.03 -0.18 -0.140
N 2.214 0.241 0.320 -1.18 -0.19 -0.11 0.059
C 3.134 0.287 -0.617 -0.27 0.17 -0.17 -0.153
C 4.500 0.255 -0.333 0.12 0.01 0.36 -0.036
C 4.897 0.106 0.975 0.04 0.16 -0.44 0.005
C 3.936 0.010 1.989 -0.43 -0.29 0.46 -0.083
H 7.942 -4.112 0.154 0.01 -0.03 -0.02 0.098
H 8.161 -2.075 1.538 0.04 0.02 0.04 0.108
H 4.157 -2.661 2.987 -0.03 0.00 -0.03 0.116
H 3.961 -4.687 1.605 0.01 0.02 0.08 0.092
H 3.496 0.009 5.382 0.09 -0.03 0.02 0.114
H 1.143 0.243 4.702 -0.05 0.00 -0.03 0.112
H 2.771 0.363 -1.635 0.03 -0.06 -0.02 0.121
H 5.226 0.342 -1.128 -0.01 0.00 -0.05 0.110
H 5.947 0.095 1.230 -0.01 -0.03 -0.05 0.113
C -3.136 -0.107 -4.474 -0.12 0.00 -0.01 -0.050
O -1.819 -0.129 -3.936 0.17 -0.09 -0.02 -0.008
C -1.611 -0.076 -2.620 -0.18 0.31 0.18 -0.610
O -0.485 0.068 -2.202 0.53 -0.02 0.42 0.041
N -2.715 -0.086 -1.819 -0.12 0.01 -0.05 0.028
N -2.500 -0.074 -0.440 0.53 -0.13 0.51 0.064
H -3.012 -0.067 -5.552 0.00 -0.01 0.03 0.101
H -3.678 0.779 -4.139 -0.02 -0.03 0.00 0.100
H -3.689 -1.015 -4.217 0.02 -0.01 0.01 0.092
H -3.571 -0.497 -2.158 0.07 -0.08 0.01 0.133
H -2.576 -1.001 -0.025 0.04 -0.08 -0.18 0.106
H -3.141 0.570 0.003 0.03 0.03 -0.02 0.109
C 0.064 6.356 0.036 -0.01 -0.03 0.00 -0.039
C 0.047 4.860 0.067 -0.01 -0.30 0.02 -0.260
C -0.082 4.137 1.248 -0.02 0.23 -0.19 -0.007
C -0.129 2.758 1.220 -0.05 -0.30 0.17 -0.085
N -0.043 2.025 0.097 -0.05 1.33 -0.08 -0.022
C 0.111 2.727 -1.041 -0.04 -0.17 -0.13 -0.097
C 0.148 4.103 -1.098 0.03 0.18 0.12 -0.015
H 0.048 6.768 1.044 0.01 0.04 -0.01 0.078
H -0.809 6.729 -0.503 0.00 0.03 0.01 0.088
H 0.950 6.724 -0.482 0.01 0.01 0.02 0.087
H -0.147 4.649 2.199 -0.03 -0.03 0.03 0.116
H -0.232 2.197 2.139 -0.01 -0.06 -0.05 0.108
H 0.201 2.149 -1.950 -0.01 -0.06 0.04 0.103
H 0.257 4.592 -2.058 0.03 -0.04 -0.03 0.119
O -0.094 -1.798 -0.064 -0.51 -1.60 -0.46 -0.287
C 0.012 -3.168 -0.038 0.09 0.08 0.23 -0.601
C -1.163 -3.766 -0.811 -0.02 0.18 0.03 -0.436
C -2.118 -4.647 -0.409 0.05 0.03 -0.04 -0.114
C -3.085 -4.920 -1.417 -0.09 -0.01 -0.01 -0.184
C -2.848 -4.232 -2.562 0.13 0.16 -0.18 -0.411
S -1.436 -3.252 -2.440 -0.17 -0.24 0.18 1.087
C -0.032 -3.690 1.394 0.11 -0.17 -0.03 -0.459
C -0.496 -3.038 2.492 0.01 0.02 -0.15 -0.107
C -0.384 -3.813 3.679 -0.06 -0.01 0.08 -0.179
C 0.158 -5.036 3.454 0.06 -0.21 -0.14 -0.413
S 0.551 -5.270 1.796 -0.06 0.31 0.22 1.052
C 1.305 -3.669 -0.675 -0.02 0.38 -0.06 -0.471
C 1.517 -4.710 -1.528 0.02 -0.01 0.02 -0.133
C 2.884 -4.850 -1.893 0.02 0.04 -0.01 -0.186
C 3.672 -3.913 -1.308 -0.04 0.31 0.02 -0.431
S 2.778 -2.864 -0.288 -0.36 -0.21 -0.51 1.111
H -2.138 -5.094 0.572 0.05 0.01 0.06 0.105
H -3.912 -5.600 -1.282 -0.04 -0.02 -0.03 0.099
H -3.404 -4.253 -3.485 -0.06 -0.06 -0.02 0.057
H -0.868 -2.026 2.445 0.05 0.02 0.02 0.098
H -0.693 -3.463 4.653 0.02 -0.01 0.06 0.099
H 0.362 -5.824 4.159 -0.01 0.01 0.09 0.058
H 0.741 -5.366 -1.895 -0.10 0.05 0.04 0.112
H 3.254 -5.618 -2.555 0.04 0.00 -0.03 0.099
H 4.734 -3.766 -1.409 -0.04 -0.04 -0.06 0.048
```
Forces are in eV/Å.

Output
Spin multiplicity ... 2
Orbital gap (alpha / beta) ... 5.70 / 5.70 eV
M ... 842.72 g/mol
Energy relative to the best compared isomer or geometry (same formula, charge and spin) ... 194.1 kJ/mol
HOMO (alpha / beta) ... -0.2247 / -0.2247 hartree
Expectation value of S² ... 0.78
E_LUMO (alpha / beta) ... -0.01512 / -0.01512 hartree

=====

- The lowest M belongs to which entry?
  C36H30N4O4S